(1)
Density functional theory data (ωB97M-V with the def2-TZVPD basis set) for a molecular structure, C48H41AuN5P2S2.

Last column: Löwdin charge in e.
Positions of all 99 atoms, in Å:
Au (-1.1812, 0.1888, -0.5818)  0.5446
C (1.2552, 2.3793, -1.1909)  -0.3114
N (2.3254, 1.6276, -0.5749)  -0.1796
C (2.0757, 0.5014, 0.2820)  -0.3162
P (1.0323, -0.7740, -0.5426)  0.9722
C (1.8526, -1.1491, -2.0948)  -0.3608
C (2.9697, -1.9796, -2.1485)  -0.0698
C (3.6159, -2.1900, -3.3575)  -0.0578
C (3.1494, -1.5741, -4.5119)  -0.0599
C (2.0304, -0.7531, -4.4674)  -0.0613
C (1.3771, -0.5482, -3.2606)  -0.1147
C (1.2057, -2.2240, 0.5332)  -0.3749
C (0.8027, -3.4755, 0.0662)  -0.0961
C (0.8318, -4.5822, 0.8988)  -0.0599
C (1.2613, -4.4514, 2.2152)  -0.0655
C (1.6674, -3.2139, 2.6885)  -0.0640
C (1.6388, -2.1044, 1.8512)  -0.1033
C (3.6502, 2.0699, -0.7886)  -0.2383
C (4.6318, 1.9108, 0.1908)  -0.0319
C (5.9250, 2.3592, -0.0376)  -0.0775
C (6.2584, 2.9910, -1.2273)  -0.0889
C (5.2780, 3.1656, -2.1925)  -0.0740
C (3.9848, 2.7051, -1.9828)  -0.0267
P (-0.4405, 2.3525, -0.4524)  0.8251
C (-0.2714, 2.9813, 1.2248)  -0.3688
C (-1.3239, 2.9029, 2.1381)  -0.1089
C (-1.1565, 3.4233, 3.4138)  -0.0613
C (0.0504, 4.0036, 3.7849)  -0.0645
C (1.1005, 4.0729, 2.8809)  -0.0611
C (0.9420, 3.5633, 1.5994)  -0.0800
C (-1.1722, 3.5965, -1.5368)  -0.4204
C (-1.3158, 3.3071, -2.8926)  -0.1209
C (-1.8696, 4.2429, -3.7469)  -0.0629
C (-2.2849, 5.4743, -3.2466)  -0.0647
C (-2.1334, 5.7652, -1.9006)  -0.0593
C (-1.5711, 4.8271, -1.0411)  -0.0719
H (1.0600, 2.0841, -2.2285)  0.0705
H (1.5408, 3.4338, -1.2339)  0.1111
H (1.5580, 0.7784, 1.2102)  0.0854
H (3.0199, 0.0424, 0.5625)  0.0928
H (3.3423, -2.4533, -1.2481)  0.1133
H (4.4852, -2.8328, -3.3971)  0.1125
H (3.6580, -1.7402, -5.4528)  0.1123
H (1.6627, -0.2816, -5.3695)  0.1113
H (0.4810, 0.0624, -3.2312)  0.0731
H (0.4778, -3.5950, -0.9614)  0.0944
H (0.5228, -5.5480, 0.5206)  0.1115
H (1.2862, -5.3152, 2.8673)  0.1099
H (2.0103, -3.1062, 3.7094)  0.1128
H (1.9571, -1.1480, 2.2455)  0.0987
H (4.3895, 1.4622, 1.1457)  0.1061
H (6.6724, 2.2275, 0.7346)  0.1077
H (7.2656, 3.3464, -1.3967)  0.1053
H (5.5189, 3.6545, -3.1279)  0.1083
H (3.2424, 2.8234, -2.7624)  0.1083
H (-2.2575, 2.4412, 1.8385)  0.0204
H (-1.9740, 3.3736, 4.1214)  0.1108
H (0.1731, 4.4059, 4.7825)  0.1107
H (2.0410, 4.5255, 3.1671)  0.1113
H (1.7667, 3.6239, 0.9020)  0.0996
H (-1.0287, 2.3346, -3.2810)  0.0896
H (-1.9923, 4.0107, -4.7970)  0.1101
H (-2.7290, 6.2046, -3.9104)  0.1100
H (-2.4584, 6.7206, -1.5100)  0.1110
H (-1.4630, 5.0557, 0.0121)  0.1095
N (-4.7146, 0.9679, -6.0665)  0.1793
C (-4.0741, 0.2698, -5.4177)  -0.1638
C (-3.2567, -0.6105, -4.6101)  -0.1893
C (-2.8477, -1.8517, -5.0758)  0.0063
C (-2.0522, -2.6349, -4.2572)  -0.0275
C (-1.6818, -2.1352, -3.0218)  -0.1295
N (-2.0745, -0.9362, -2.5752)  -0.0179
C (-2.8635, -0.1916, -3.3449)  -0.1139
H (-3.1497, -2.1925, -6.0573)  0.1316
H (-1.7178, -3.6136, -4.5723)  0.1165
H (-1.0469, -2.7118, -2.3595)  0.0929
H (-3.1915, 0.7503, -2.9110)  0.0495
S (-3.0451, 1.4509, -0.3443)  0.1119
S (-4.3548, -3.7795, 4.0066)  1.0444
C (-3.4244, -2.8335, 2.8450)  -0.4903
C (-2.2703, -2.1262, 3.1549)  -0.0418
C (-1.6383, -1.4152, 2.1546)  -0.1326
N (-2.0788, -1.3668, 0.8976)  -0.0646
C (-3.2117, -2.0170, 0.6082)  -0.1428
C (-3.9010, -2.7661, 1.5376)  -0.0729
C (-3.1998, -3.9070, 5.3417)  -0.5549
C (-2.1928, -4.8616, 5.3299)  -0.0801
C (-1.3135, -4.9055, 6.4011)  -0.1341
N (-1.3793, -4.0832, 7.4503)  0.0726
C (-2.3648, -3.1857, 7.4559)  -0.1292
C (-3.2956, -3.0589, 6.4336)  -0.0808
H (-1.8541, -2.1239, 4.1526)  0.1111
H (-0.7400, -0.8530, 2.3760)  0.1031
H (-3.5745, -1.9270, -0.4083)  0.0995
H (-4.8007, -3.2916, 1.2440)  0.1131
H (-2.0974, -5.5552, 4.5048)  0.1104
H (-0.5176, -5.6416, 6.4190)  0.1083
H (-2.4163, -2.5311, 8.3182)  0.1113
H (-4.0788, -2.3145, 6.4878)  0.1111

Calculated values
Energy above the lowest of the compared OMol25 structures with the same formula, charge and spin in kcal per mole: 46.99
Maximum force in Eh/bohr: 0.0272
Total charge: +1
Molecular weight in g mol⁻¹: 1010.940


(2)
Density functional theory data (ωB97M-V with the def2-TZVPD basis set) for a molecular structure, C48H41F9GeN4O8Ti.

Last column: Löwdin spin population.
Positions of all 112 atoms, in Å:
Ti (-0.6370, 0.1289, 0.5088)  0.9431
C (2.8605, 0.2166, -1.5459)  0.0008
C (1.8356, -0.8553, -1.6504)  0.0063
N (0.7081, -0.9392, -0.9742)  0.0041
C (0.1170, -2.1203, -1.3293)  0.0032
C (0.8792, -2.7571, -2.2607)  -0.0001
N (1.9595, -1.9341, -2.4560)  0.0019
C (0.7753, -4.0396, -2.9886)  -0.0001
O (-0.2901, -4.7652, -2.7400)  -0.0001
O (1.6499, -4.3610, -3.7654)  0.0000
C (-1.1721, -2.4886, -0.6903)  0.0029
O (-1.7234, -3.5506, -0.9953)  0.0028
O (-1.5918, -1.6201, 0.1429)  0.0070
H (2.4991, 0.9976, -0.8812)  0.0001
H (3.0904, 0.6388, -2.5253)  0.0002
H (3.7793, -0.1823, -1.1130)  0.0003
H (2.7355, -2.1754, -3.0523)  0.0000
H (-0.9044, -4.3099, -2.0747)  0.0000
O (-0.8816, 0.7117, -2.8457)  0.0028
C (-0.1420, 1.9083, -2.8708)  0.0006
C (-0.1849, 2.6865, -1.5773)  0.0032
C (-0.2496, 4.0651, -1.7201)  -0.0005
C (-0.0856, 4.8904, -0.6233)  0.0038
C (0.1785, 4.3111, 0.5985)  0.0000
C (0.2023, 2.9313, 0.6815)  0.0060
N (-0.0101, 2.1156, -0.3645)  0.0050
H (-0.7990, 0.2775, -3.7002)  0.0002
H (-0.5169, 2.5784, -3.6509)  0.0001
H (0.9180, 1.7180, -3.0806)  0.0001
H (-0.4701, 4.4828, -2.6933)  -0.0001
H (-0.1792, 5.9636, -0.7275)  0.0002
H (0.3363, 4.8978, 1.4921)  -0.0001
H (0.4046, 2.4429, 1.6216)  0.0006
C (7.4144, -5.0130, -1.7514)  0.0000
C (7.2340, -4.0017, -0.6508)  0.0000
C (8.3396, -3.5496, 0.0576)  0.0000
C (8.1951, -2.5991, 1.0571)  0.0000
C (6.9371, -2.1273, 1.3760)  0.0000
C (5.8106, -2.5779, 0.6847)  0.0000
N (4.5679, -2.0182, 1.0336)  -0.0001
C (3.4418, -2.7101, 1.4443)  0.0000
C (3.4560, -4.1010, 1.6020)  0.0001
C (2.3156, -4.7839, 1.9828)  0.0000
C (1.1307, -4.1057, 2.2352)  0.0001
C (1.1163, -2.7279, 2.1142)  0.0001
C (2.2463, -2.0117, 1.7276)  0.0001
C (2.1632, -0.5176, 1.6318)  0.0008
O (3.1783, 0.1765, 1.5740)  -0.0004
O (0.9720, -0.0089, 1.6162)  0.0013
C (5.9573, -3.5000, -0.3619)  0.0000
C (4.7884, -3.9124, -1.2093)  0.0000
H (8.4362, -5.3905, -1.7628)  0.0000
H (7.2068, -4.5789, -2.7327)  0.0000
H (6.7375, -5.8610, -1.6328)  0.0000
H (9.3206, -3.9428, -0.1820)  0.0000
H (9.0606, -2.2421, 1.6010)  0.0000
H (6.7996, -1.4112, 2.1770)  0.0000
H (4.5344, -1.0333, 1.2786)  0.0000
H (4.3782, -4.6400, 1.4332)  0.0000
H (2.3580, -5.8611, 2.0910)  0.0000
H (0.2353, -4.6362, 2.5288)  0.0000
H (0.2124, -2.1784, 2.3350)  0.0001
H (4.4362, -4.9199, -0.9744)  0.0000
H (5.0536, -3.9096, -2.2684)  0.0000
H (3.9472, -3.2423, -1.0562)  0.0000
C (-3.6242, -0.4996, -2.3136)  -0.0019
Ge (-3.0728, 0.8076, -0.9033)  -0.0114
C (-4.7490, 0.6561, 0.1786)  -0.0033
C (-5.7259, 1.6428, 0.3164)  -0.0008
C (-6.8911, 1.4192, 1.0406)  -0.0001
C (-7.1158, 0.1881, 1.6401)  -0.0005
C (-6.1644, -0.8138, 1.5051)  0.0000
C (-4.9985, -0.5752, 0.7907)  -0.0006
C (-3.3237, 2.5680, -1.8364)  -0.0034
C (-3.4057, 2.6456, -3.2052)  -0.0010
C (-3.4504, 3.8830, -3.8915)  -0.0001
C (-3.4153, 5.0609, -3.2037)  -0.0006
C (-3.3312, 5.0493, -1.7877)  0.0000
C (-3.2813, 6.2516, -1.0383)  0.0000
C (-3.1732, 6.2252, 0.3237)  0.0001
C (-3.1001, 4.9896, 1.0027)  -0.0001
C (-3.1446, 3.8176, 0.3019)  -0.0003
C (-3.2756, 3.8042, -1.1119)  -0.0004
H (-4.6321, -0.2768, -2.6721)  -0.0004
H (-3.6397, -1.4999, -1.8765)  0.0000
H (-2.9401, -0.5163, -3.1654)  0.0000
H (-5.5892, 2.6106, -0.1539)  -0.0001
H (-7.6263, 2.2111, 1.1331)  0.0000
H (-8.0231, 0.0113, 2.2059)  0.0000
H (-6.3219, -1.7805, 1.9699)  0.0000
H (-4.2598, -1.3682, 0.7142)  -0.0001
H (-3.4412, 1.7329, -3.7906)  -0.0001
H (-3.5210, 3.8896, -4.9739)  0.0000
H (-3.4564, 6.0128, -3.7221)  0.0000
H (-3.3355, 7.1970, -1.5682)  0.0000
H (-3.1431, 7.1521, 0.8844)  0.0000
H (-3.0003, 4.9671, 2.0806)  0.0000
H (-3.0714, 2.8728, 0.8279)  -0.0004
F (-3.7450, 2.1272, 3.0695)  0.0001
C (-2.7058, 2.0186, 3.8873)  0.0004
F (-3.1855, 1.8821, 5.1345)  -0.0001
F (-2.0375, 3.1888, 3.8421)  0.0002
C (-1.7628, 0.8496, 3.4513)  0.0028
O (-1.5862, 0.9349, 2.1236)  0.0242
C (-0.4277, 0.9762, 4.2696)  -0.0002
F (0.3770, 1.9017, 3.7401)  0.0001
F (-0.6350, 1.3347, 5.5495)  0.0000
F (0.2425, -0.1809, 4.2947)  0.0000
C (-2.4360, -0.5029, 3.8572)  0.0011
F (-2.2873, -0.7886, 5.1647)  0.0006
F (-3.7436, -0.4938, 3.6025)  0.0000
F (-1.8956, -1.5111, 3.1640)  0.0001

Calculated values
Spin multiplicity: 2
Expectation value of S²: 0.754
Energy above the lowest of the compared OMol25 structures with the same formula, charge and spin in kcal per mole: 24.15
Maximum force in Eh/bohr: 0.0187
Total charge: -1
Molecular weight in g mol⁻¹: 1093.335